A structure of composition C23H22N3NaO3. Source: the Open Molecules 2025 dataset; level of theory: ωB97M-V/def2-TZVPD.

```
52
Properties=species:S:1:pos:R:3:forces:R:3:nbo_charge:R:1
Na 0.233505 0.031092 -0.062289 0.2 0.3 0.0 0.850
O -0.555912 -1.593102 -4.231933 0.1 0.3 0.6 -0.712
C -0.495728 -2.912930 -3.999567 0.0 0.1 0.1 0.335
C -0.588780 -3.779089 -5.094148 0.0 0.0 0.0 -0.304
C -0.533041 -5.148264 -4.913535 0.0 -0.1 0.0 -0.212
C -0.383666 -5.683613 -3.637387 0.0 0.1 0.0 -0.297
C -0.298219 -4.820769 -2.554645 0.0 0.0 0.0 -0.172
C -0.349967 -3.438121 -2.700991 0.0 0.0 0.1 -0.122
C -0.288424 -2.525371 -1.493525 -0.1 -0.4 -0.5 0.550
O -0.425285 -1.272035 -1.712207 -0.2 -0.1 -0.6 -0.806
N -0.110396 -3.126918 -0.346987 -0.1 0.4 0.3 -0.492
N -0.173302 -2.179070 0.689137 0.3 -0.4 -0.1 -0.317
C 0.328073 -2.574082 1.792965 -0.2 0.2 0.1 0.074
C 0.382364 -1.768425 3.020739 0.1 -0.2 -0.3 -0.232
C 0.773869 -2.441969 4.174907 0.1 0.0 0.1 -0.164
C 0.880135 -1.829565 5.416095 0.0 0.0 -0.2 -0.365
C 0.584238 -0.463542 5.476349 0.0 0.1 0.1 -0.225
C 0.206565 0.246431 4.360195 0.0 0.0 0.0 -0.294
C 0.084372 -0.349656 3.059943 -0.1 -0.2 0.0 0.414
O -0.258600 0.325881 2.049383 0.0 0.1 0.4 -0.774
H -0.481880 -1.164557 -3.295791 -0.1 -0.4 -0.3 0.520
H -0.705740 -3.342348 -6.078572 0.0 0.0 0.0 0.201
H -0.607587 -5.802829 -5.775937 0.0 0.0 0.0 0.185
H -0.336647 -6.755382 -3.488126 0.0 0.0 0.0 0.189
H -0.183235 -5.195282 -1.545571 0.0 0.0 0.0 0.233
H 0.741518 -3.590354 1.847645 0.0 0.0 0.1 0.139
H 1.003471 -3.500967 4.075697 0.0 0.0 0.0 0.180
H 1.189558 -2.383275 6.293566 0.0 0.0 0.0 0.181
H 0.661534 0.060632 6.427060 0.0 0.0 0.0 0.176
H -0.004190 1.308324 4.420307 0.0 0.0 0.0 0.187
C -1.229321 3.005882 0.269834 0.0 0.0 0.0 -0.418
N -1.049650 2.040921 -0.789591 0.1 -0.1 -0.1 -0.443
C -2.313742 1.604076 -1.331289 -0.1 0.0 0.1 -0.408
C -0.145935 2.503509 -1.842167 0.0 0.0 0.0 -0.237
C 1.276634 2.735986 -1.364754 -0.1 0.0 -0.1 -0.149
C 1.752122 4.047711 -1.368656 0.0 0.0 0.0 -0.198
C 3.045821 4.328091 -0.942182 0.0 0.0 0.0 -0.307
C 3.836478 3.271349 -0.512741 0.0 -0.1 0.0 -0.257
C 3.328350 1.970454 -0.516623 0.0 0.0 0.0 -0.278
C 2.034292 1.617130 -0.943247 0.0 0.2 0.1 -0.364
H -1.801661 3.890102 -0.079477 0.0 0.0 0.0 0.129
H -0.258192 3.340399 0.630134 0.0 0.0 0.0 0.224
H -1.746719 2.535911 1.106303 0.0 0.0 0.0 0.213
H -2.866081 2.434827 -1.816611 0.0 0.0 0.0 0.133
H -2.936117 1.201808 -0.529255 0.0 0.0 0.0 0.197
H -2.153969 0.807839 -2.057781 0.0 0.0 0.0 0.217
H -0.555283 3.423034 -2.311479 0.0 0.0 0.0 0.132
H -0.133970 1.719425 -2.603569 0.0 0.0 0.0 0.209
H 1.103458 4.857443 -1.701908 0.0 0.0 0.0 0.165
H 3.423259 5.346973 -0.941239 0.0 0.0 0.0 0.175
H 4.851398 3.460165 -0.165641 0.0 0.0 0.0 0.172
H 4.001031 1.190222 -0.156679 0.0 0.0 0.0 0.167
```
Positions in Å, forces in eV/Å.

energy relative to the best compared isomer or geometry (same formula, charge and spin)	0.0	kcal per mole
spin multiplicity	1
net charge	-2
HOMO level	-1.0	eV
max |F|	0.013	hartree/bohr
molecular weight	411.4	g/mol

=====

A cluster of 2 separate species, C22H14F4N2O4 in total. Source: the Open Molecules 2025 dataset; level of theory: ωB97M-V/def2-TZVPD.

```
46
Properties=species:S:1:pos:R:3:forces:R:3:nbo_charge:R:1
F 3.646346 -4.018648 2.562103 -0.3 1.1 0.1 -0.325
C 3.354560 -2.677815 2.644309 0.1 -0.6 -0.2 0.423
C 3.999205 -1.924333 3.622462 -0.6 0.4 -0.2 -0.320
C 3.650211 -0.570514 3.669748 0.3 0.0 0.5 0.419
F 4.214311 0.202719 4.659090 -0.6 -0.8 -1.1 -0.320
C 2.772911 0.020700 2.773658 0.3 -0.1 -0.5 -0.246
C 2.193663 -0.762275 1.737089 0.6 -0.4 1.7 -0.074
C 1.349890 -0.156973 0.739834 -1.1 2.4 1.3 -0.102
C 1.138164 -0.787604 -0.498212 -1.4 0.2 -2.2 -0.252
C 0.612975 -0.084067 -1.563286 0.5 -0.4 2.1 -0.097
C 0.415559 -0.593097 -2.881267 -0.2 -0.9 -2.3 -0.052
C 0.063284 0.271496 -3.957065 0.2 -0.3 0.5 -0.268
C -0.052246 -0.245639 -5.241615 -0.3 0.0 -0.7 0.425
F -0.353772 0.602638 -6.289816 0.3 -0.8 1.2 -0.324
C 0.102286 -1.604990 -5.545011 0.4 0.5 0.6 -0.328
C 0.467139 -2.426710 -4.476915 -0.1 -0.6 0.0 0.416
F 0.648661 -3.770591 -4.732210 -0.1 1.4 0.3 -0.325
C 0.622053 -1.967767 -3.173018 -0.2 0.5 -0.2 -0.260
C 2.443831 -2.149634 1.732962 0.4 0.2 0.1 -0.276
H 4.685723 -2.364880 4.339890 -0.1 0.1 -0.2 0.257
H 2.585086 1.090388 2.838502 0.0 -0.3 0.0 0.260
H 1.159038 0.921406 0.832176 1.2 -0.3 -0.6 0.258
H 1.348463 -1.859496 -0.591207 0.1 0.6 -0.1 0.210
H 0.323330 0.951596 -1.375029 0.2 -0.1 -0.1 0.216
H -0.102980 1.333439 -3.768363 0.1 -0.3 -0.2 0.240
H 0.016652 -1.985792 -6.560858 0.0 0.1 0.3 0.258
H 0.887920 -2.653120 -2.372507 -0.1 0.0 -0.4 0.227
H 1.967144 -2.795034 0.998653 0.3 0.0 0.3 0.228
C -0.583620 0.230737 1.753273 0.8 -2.4 0.2 -0.166
N -0.094450 0.678331 3.034096 1.4 0.0 2.3 0.463
O -0.108194 -0.122716 4.011529 0.1 1.7 -2.5 -0.363
O 0.431882 1.830465 3.118130 -1.3 -2.3 -0.3 -0.430
C -1.705348 0.963360 1.256074 -0.9 1.6 -1.4 0.019
C -1.610365 2.382674 1.252528 -0.9 -0.3 -0.1 -0.234
C -2.689985 3.162156 0.846631 -0.6 -0.4 -0.3 -0.153
C -3.861343 2.535413 0.353272 1.9 -1.2 0.6 0.014
N -4.834158 3.341244 -0.315525 -2.3 1.9 -1.4 0.495
O -5.760780 2.773822 -0.938406 1.8 0.8 1.3 -0.376
O -4.709763 4.589395 -0.286873 -0.1 -2.5 0.1 -0.377
C -3.971089 1.117752 0.326935 0.0 1.0 -0.1 -0.161
C -2.897447 0.341747 0.747050 0.9 0.4 0.4 -0.225
H -0.590337 -0.847989 1.605088 -0.7 0.2 1.1 0.233
H -0.678054 2.842110 1.572083 -0.4 0.0 0.0 0.254
H -2.645929 4.251789 0.876638 0.0 -0.4 -0.2 0.254
H -4.905647 0.685827 -0.039178 0.5 0.1 0.0 0.255
H -2.944778 -0.751523 0.702558 -0.1 0.5 0.1 0.228
```
Positions in Å, forces in eV/Å.

energy relative to the best compared isomer or geometry (same formula, charge and spin)	0.0	kcal per mole
spin multiplicity	1
net charge	0
HOMO level	-8.3	eV
max |F|	0.064	hartree/bohr
molecular weight	446.4	g/mol

=====

A structure of composition C17H32AlBrClF3Li2N2O13PSi. Source: the Open Molecules 2025 dataset; level of theory: ωB97M-V/def2-TZVPD.

```
74
Properties=species:S:1:pos:R:3:forces:R:3:mulliken_charge:R:1
C -0.952808 -4.891782 0.489308 -0.8 1.0 0.3 -0.283
Si -2.493911 -3.939972 -0.069665 1.7 -2.1 -1.0 0.618
C -3.827469 -5.221982 -0.471697 0.2 1.2 0.6 -1.199
C -2.996626 -2.849792 1.425721 -0.4 0.8 -0.6 -0.827
O -2.071877 -3.094403 -1.445341 -1.0 1.0 1.5 -0.244
C -2.976451 -2.078340 -1.921900 0.4 -0.1 -1.3 -0.713
C -2.228697 -0.884243 -2.601604 -0.2 0.1 1.0 0.320
C -2.381015 0.475391 -1.850686 -0.7 -0.6 -1.0 -0.588
O -1.182176 1.270234 -1.798591 -0.8 -0.1 0.3 -0.509
C -0.499846 1.216694 -0.610863 1.3 -0.6 -0.3 0.105
Br 1.106919 2.328306 -0.860683 -0.6 0.2 0.3 -0.060
P -1.382905 2.058412 0.794408 -0.3 0.2 -1.0 0.618
O -1.936345 3.418319 0.490978 0.0 -0.3 1.2 -0.750
C 0.012182 -0.208222 -0.244003 0.8 0.9 1.3 1.599
N 0.411749 -0.130453 1.189800 -0.9 0.0 -0.2 -0.570
O 1.124470 -0.475640 -1.005471 -1.0 -0.6 -0.1 -0.494
C 1.417419 -1.885146 -1.025122 1.0 -0.8 -0.7 1.353
C 1.553770 -2.343069 -2.494044 0.0 -0.2 -0.1 -1.138
O 0.362249 -3.030235 -2.926202 0.1 1.2 -0.1 -0.175
N 0.716261 -4.389453 -3.254639 0.3 -0.1 0.2 0.069
O 0.328414 -5.085246 -2.423547 -0.3 -0.8 0.0 -0.150
C 2.673394 -2.278346 -0.269328 0.0 0.7 0.0 -0.148
C 3.976080 -1.895695 -0.964538 -2.2 1.9 1.4 0.219
O 4.717179 -2.712110 -1.282133 3.0 -3.3 -1.7 -0.426
O 4.293793 -0.576275 -1.248130 -0.4 0.4 0.6 -0.509
H -0.876830 -4.883084 1.590680 0.0 -0.3 -0.2 0.253
H -0.942579 -5.918909 0.128256 0.1 0.1 0.0 0.354
H -0.049519 -4.383575 0.149119 0.2 -0.3 0.0 -0.322
H -3.491366 -5.762743 -1.356556 -0.1 0.0 0.0 0.287
H -4.787500 -4.724883 -0.641058 -0.1 -0.4 -0.1 0.352
H -3.893086 -5.918514 0.370682 -0.2 0.0 -0.1 0.338
H -3.962731 -2.362490 1.234084 -0.1 -0.3 0.5 0.503
H -2.295393 -2.044449 1.672196 0.2 -0.3 0.0 0.121
H -3.070502 -3.507570 2.325678 0.1 0.7 -2.7 0.540
H -3.698112 -1.731076 -1.161889 0.3 0.0 0.1 0.342
H -3.574804 -2.550763 -2.709248 -0.1 0.0 0.2 0.304
H -2.664302 -0.794765 -3.595516 0.2 0.2 0.0 0.190
H -1.163383 -1.090440 -2.713201 -0.1 -0.3 -0.1 -0.080
H -3.100897 1.067809 -2.420325 0.2 0.2 0.2 0.455
H -2.851921 0.289974 -0.875401 0.4 0.2 0.1 0.095
H -2.481889 1.208638 1.143111 0.5 -0.2 0.2 0.102
H -0.573013 2.077508 1.970904 0.0 -0.3 -0.3 -0.042
H -0.782093 -0.965141 -0.320815 0.0 0.1 -0.6 -0.855
H -0.373741 -0.493595 1.723881 0.4 -0.2 0.3 0.224
H 1.225932 -0.707545 1.371650 -0.1 0.0 0.0 0.287
H 0.617028 -2.480003 -0.582919 -0.3 0.3 0.0 -0.514
H 2.378435 -3.054849 -2.603998 0.1 0.2 0.2 0.680
H 1.771953 -1.481953 -3.132242 -0.2 0.0 0.0 0.296
H 2.703718 -1.901862 0.763928 -0.1 0.0 -0.1 0.703
H 2.623176 -3.406304 -0.187126 0.5 0.8 0.0 -0.694
H 4.339253 -0.096667 -0.408307 -0.3 0.2 -0.2 0.332
Li -1.876901 3.521424 2.721890 0.5 1.3 -0.4 0.883
C -1.775427 -1.227284 -6.531319 0.2 0.1 0.1 0.914
O -0.719020 -0.699263 -6.220870 0.0 0.0 0.0 -0.343
O -2.779168 -1.332609 -5.787854 -0.1 -0.1 -0.1 -0.355
O -2.023293 -1.745478 -7.641981 -0.1 0.0 0.0 -0.285
Al -3.225753 -3.937114 3.885698 -0.1 -0.8 2.4 0.440
Cl 2.719677 -5.271984 0.450172 -0.4 -0.5 0.2 -0.673
C 3.497047 7.721057 3.160452 -0.6 0.0 0.5 -1.310
C 2.357755 7.296183 2.232899 0.1 0.4 -0.6 -0.513
O 2.284333 5.934323 2.002485 0.7 -0.2 0.3 -0.307
C 1.659138 5.097823 3.032120 -1.1 -0.1 0.0 0.459
O 0.487731 5.555297 3.401670 -0.4 -0.5 0.2 -0.939
C 2.601445 4.823679 4.240483 0.6 0.1 -0.3 0.669
F 3.893208 4.684629 3.847080 -0.1 0.1 0.1 -0.269
F 2.269718 3.662188 4.836185 -0.2 0.1 0.0 -0.273
F 2.592290 5.771757 5.200481 -0.1 -0.1 0.0 -0.276
H 4.412879 7.173210 2.953991 0.1 0.2 -0.1 0.205
H 3.700391 8.797423 3.036754 0.7 0.1 -0.3 0.420
H 3.239868 7.562415 4.207298 0.1 -0.1 0.0 0.560
H 2.553329 7.741529 1.250210 0.0 -0.1 0.0 0.308
H 1.384262 7.707882 2.568005 -0.1 -0.2 0.2 0.394
H 1.674418 4.114990 2.515779 0.1 0.0 -0.1 -0.060
Li 2.282487 9.868221 3.280771 -0.2 -0.5 0.0 0.980
```
Positions in Å, forces in eV/Å.

spin multiplicity	1
net charge	+1
HOMO level	-8.2	eV
max |F|	0.092	hartree/bohr
molecular weight	744.7	g/mol

=====

An isolated molecule of C5H5N3O. Source: the Open Molecules 2025 dataset; level of theory: ωB97M-V/def2-TZVPD.

```
14
Properties=species:S:1:pos:R:3:forces:R:3:nbo_charge:R:1
C 1.402882 -0.131961 -0.039594 -4.5 0.0 -1.1 0.372
C 0.854561 1.276034 -0.632228 2.8 -2.7 2.3 -0.262
C -0.424983 1.681658 -0.372393 1.8 -3.5 2.2 -0.072
C -0.935015 -0.939761 -0.022859 -5.6 -0.1 -4.6 0.356
C 0.495194 -1.159412 0.090139 -0.9 3.9 -1.2 -0.413
H 2.824575 -1.167086 0.822286 -0.6 2.0 -2.1 0.505
H 1.846341 1.735765 -0.910249 -1.9 0.6 -0.6 0.248
H -0.909942 2.537326 -0.709679 -0.5 1.4 -0.5 0.227
H -2.879581 -0.826895 -0.378709 2.9 -1.0 -3.0 0.327
H 0.784384 -2.079466 0.372526 1.2 -3.2 0.8 0.221
N -1.134834 1.095167 0.814745 -0.8 -0.2 -0.2 -0.118
N -1.425518 -0.103397 1.109784 1.9 2.0 -2.4 -0.137
N -1.943408 -1.149399 -1.091934 2.4 1.5 8.5 -0.581
O 2.688089 -0.431948 0.104659 1.8 -0.6 1.9 -0.672
```
Positions in Å, forces in eV/Å.

energy relative to the best compared isomer or geometry (same formula, charge and spin)	152.1	kcal per mole
spin multiplicity	1
net charge	0
HOMO level	-9.4	eV
max |F|	0.174	hartree/bohr
molecular weight	123.1	g/mol

=====

A cluster of 2 separate species, CH6N3 in total. Source: the Open Molecules 2025 dataset; level of theory: ωB97M-V/def2-TZVPD.

```
10
Properties=species:S:1:pos:R:3:forces:R:3:nbo_charge:R:1
C -2.030654 0.045396 -0.242422 -1.2 -1.2 1.0 0.002
N 1.211267 -0.440809 -0.406074 0.5 -2.9 2.1 -0.079
N -0.951614 -0.224716 0.341663 1.6 -0.5 -0.6 -0.609
N 2.090349 0.195892 0.163727 0.2 3.0 -0.3 -0.336
H -2.007349 0.012059 -1.376506 -0.6 1.0 1.4 0.212
H -2.928488 0.043339 0.485205 0.6 0.2 -2.1 0.212
H -0.982970 -0.606829 1.283982 -0.3 0.8 0.3 0.382
H 0.759858 -0.086330 -1.198980 -0.4 1.4 -1.6 0.388
H 2.519603 -0.147031 1.035390 -0.2 -0.4 -0.6 0.426
H 2.319998 1.209027 -0.085987 -0.3 -1.5 0.4 0.402
```
Positions in Å, forces in eV/Å.

energy relative to the best compared isomer or geometry (same formula, charge and spin)	110.3	kcal per mole
spin multiplicity	1
net charge	+1
HOMO level (alpha / beta)	-14.5 / -14.5	eV
max |F|	0.070	hartree/bohr
molecular weight	60.1	g/mol